2 unconnected molecules or ions with the total composition CH6N2S2 in a non-equilibrium geometry, computed with ωB97M-V/def2-TZVPD.

Results
gap between HOMO and LUMO	8.46	eV
energy relative to the best compared isomer or geometry (same formula, charge and spin)	2.212	eV
DFT total energy	-25782.697	eV
LUMO	-0.0062	hartree
SMILES string	S=CS.NN

The geometry in ORCA input format:
```
! RIJCOSX wB97M-V def2-TZVPD def2/J DEFGRID3
* xyz 0 1
S -1.93114 1.46134 0.60257
C -1.66180 0.36176 -0.61205
S -2.28099 -1.20708 -0.62675
H -1.13902 0.52596 -1.50277
H -2.75459 -1.36806 0.69255
N 0.80925 -0.04132 -0.33422
N 1.36235 0.61020 0.80988
H 1.37799 0.00435 -1.18697
H 0.31151 -0.95244 -0.16001
H 1.84472 -0.05536 1.47208
H 0.51390 0.98906 1.34012
*
```



A molecular structure, C40H40BeN2OP2S in a non-equilibrium geometry, computed with ωB97M-V/def2-TZVPD.

Results
gap between HOMO and LUMO	6.92	eV
energy relative to the best compared isomer or geometry (same formula, charge and spin)	1.889	eV
DFT total energy	-76958.904	eV
LUMO	-0.2107	hartree

The geometry in ORCA input format:
```
! RIJCOSX wB97M-V def2-TZVPD def2/J DEFGRID3
* xyz 2 1
Be 9.19916 10.16927 12.40593
O 10.39358 9.84280 13.29262
S 10.88895 8.29124 13.67665
C 11.97363 7.79950 12.27090
C 13.06788 6.92236 12.54705
C 13.99975 6.56117 11.55272
C 13.83336 7.12484 10.26949
C 12.73726 7.89540 9.96249
C 11.77437 8.26481 10.93301
P 10.34902 9.20580 10.41900
C 11.06087 10.51048 9.34983
C 10.98755 10.61199 7.96463
C 11.32716 11.80935 7.31194
C 11.85272 12.83676 8.02235
C 12.11014 12.73572 9.40495
C 11.70897 11.56595 10.05869
C 9.52502 8.01368 9.34365
C 8.41895 8.55845 8.72232
C 7.73737 7.91897 7.69555
C 8.23038 6.67480 7.31966
C 9.32818 6.05229 7.97452
C 9.95071 6.71650 9.04788
C 11.92376 8.53720 15.11566
C 13.29793 8.80897 14.84892
C 14.28000 8.34954 15.74420
C 13.89041 7.92047 17.04094
C 12.53005 7.98750 17.43097
C 11.54630 8.32803 16.46099
P 9.83252 8.61521 16.88599
C 9.84290 10.31551 17.49796
C 10.88706 10.92913 18.19372
C 10.85256 12.26719 18.63788
C 9.74110 13.03409 18.35156
C 8.63400 12.47047 17.62337
C 8.71247 11.10881 17.26912
C 9.62901 7.68790 18.42489
C 10.01185 6.34390 18.46482
C 9.93953 5.55686 19.59262
C 9.39786 6.08232 20.74072
C 9.00607 7.41145 20.75749
C 9.10778 8.17879 19.62513
H 13.04646 6.56264 13.57813
H 14.74211 5.80736 11.78961
H 14.62189 7.00812 9.54891
H 12.55138 8.07460 8.91860
H 10.81997 9.70196 7.40919
H 11.17934 11.77097 6.24147
H 12.07570 13.80983 7.55952
H 12.51774 13.59934 9.97631
H 11.82252 11.47388 11.10616
H 8.14158 9.55796 9.01408
H 6.88980 8.38435 7.18928
H 7.80686 6.09647 6.45668
H 9.69503 5.08011 7.62636
H 10.69404 6.26956 9.65366
H 13.62843 9.26958 13.87994
H 15.34729 8.24101 15.52331
H 14.57735 7.43656 17.79441
H 12.09018 7.77165 18.40808
H 11.77288 10.32373 18.43261
H 11.71735 12.67773 19.16624
H 9.72394 14.08517 18.65192
H 7.75387 13.01932 17.46359
H 7.80636 10.60698 16.86957
H 10.50112 5.89699 17.55077
H 10.32040 4.50831 19.56844
H 9.09745 5.45544 21.59159
H 8.72444 7.85173 21.71660
H 8.78217 9.21212 19.67709
N 7.69772 9.30338 12.80780
C 6.46774 9.56288 12.01114
C 5.72758 10.81374 12.52781
C 6.43584 12.15879 12.21719
C 7.73940 12.40150 12.99446
N 8.95225 11.84881 12.33114
H 7.94222 8.32788 12.65224
H 7.50793 9.32884 13.83288
H 5.77428 8.73201 12.10818
H 6.66810 9.63152 10.92824
H 5.65876 10.70895 13.62376
H 4.67948 10.76608 12.13981
H 5.62875 12.90073 12.39178
H 6.68548 12.21822 11.11477
H 7.72048 11.95052 13.99579
H 7.81627 13.51557 13.15376
H 9.79266 12.31340 12.77283
H 8.99015 12.19777 11.34398
*
```



Which value of DFT total energy does entry 2 give?
-76958.904 eV